1.
{"formula": "C16H22N3O2", "method": "ωB97M-V/def2-TZVPD", "species": ["C", "C", "O", "C", "O", "C", "C", "C", "C", "N", "N", "C", "N", "C", "C", "C", "C", "C", "C", "C", "C", "H", "H", "H", "H", "H", "H", "H", "H", "H", "H", "H", "H", "H", "H", "H", "H", "H", "H", "H", "H", "H", "H"], "positions_angstrom": [[5.69, -1.29, 0.93], [4.44, -0.42, 0.97], [4.52, 0.62, -0.03], [3.63, 0.53, -1.05], [3.32, -0.50, -1.58], [3.06, 1.88, -1.42], [2.14, 2.38, -0.28], [0.76, 1.74, -0.45], [-0.08, 1.77, 0.77], [0.29, 2.16, 1.98], [-0.71, 2.10, 2.89], [-1.72, 1.66, 2.20], [-1.38, 1.43, 0.89], [-2.22, 0.97, -0.22], [-2.93, -0.36, -0.03], [-3.35, -0.88, 1.18], [-4.03, -2.09, 1.22], [-4.31, -2.78, 0.05], [-3.89, -2.27, -1.18], [-4.18, -2.98, -2.48], [-3.20, -1.06, -1.20], [5.90, -1.54, -0.11], [6.54, -0.73, 1.31], [5.56, -2.20, 1.52], [3.56, -1.03, 0.81], [4.38, 0.10, 1.93], [2.49, 1.74, -2.33], [3.87, 2.58, -1.60], [2.62, 2.09, 0.66], [2.08, 3.47, -0.35], [0.23, 2.28, -1.24], [0.88, 0.70, -0.77], [1.22, 2.49, 2.21], [-2.70, 1.52, 2.61], [-1.56, 0.84, -1.07], [-2.92, 1.76, -0.49], [-3.17, -0.38, 2.12], [-4.37, -2.50, 2.16], [-4.85, -3.71, 0.08], [-3.27, -3.02, -3.08], [-4.91, -2.41, -3.05], [-4.55, -3.98, -2.31], [-2.88, -0.66, -2.15]], "nbo_charge": [-0.63, -0.07, -0.53, 0.80, -0.57, -0.50, -0.40, -0.48, 0.48, -0.31, -0.20, 0.20, -0.31, -0.23, -0.08, -0.18, -0.19, -0.20, 0.02, -0.63, -0.20, 0.23, 0.22, 0.23, 0.19, 0.18, 0.23, 0.26, 0.21, 0.23, 0.26, 0.27, 0.45, 0.25, 0.23, 0.24, 0.19, 0.23, 0.23, 0.23, 0.23, 0.23, 0.21], "smiles": "CCOC(=O)CCCc1[nH]nc[n+]1Cc1cccc(C)c1", "e_above_lowest_ev": 0.000, "mol_weight_g_mol": 288.4, "gap_ev": 9.38, "charge": 1, "homo_ev": -12.1, "e_lumo_ha": -0.10061}

2.
{"formula": "C12H22ClN2O10", "method": "ωB97M-V/def2-TZVPD", "species": ["Cl", "O", "O", "O", "O", "O", "C", "N", "C", "H", "H", "H", "H", "H", "O", "C", "N", "C", "H", "H", "H", "H", "H", "O", "C", "O", "C", "C", "C", "H", "H", "H", "H", "H", "H", "O", "C", "O", "C", "C", "C", "H", "H", "H", "H", "H", "H"], "positions_angstrom": [[-0.64, 0.29, -0.70], [0.13, 1.46, -1.14], [-1.98, 0.36, -1.34], [0.05, -0.94, -0.85], [-0.77, 0.26, 0.71], [4.04, -2.01, -1.77], [4.03, -1.64, -0.57], [3.14, -0.80, -0.24], [5.03, -2.15, 0.41], [2.94, -0.64, 0.74], [2.69, -0.28, -0.98], [5.03, -1.69, 1.40], [6.04, -2.22, 0.01], [4.61, -3.13, 0.60], [-3.73, 4.28, -3.90], [-2.53, 4.24, -3.99], [-1.75, 5.28, -4.11], [-1.78, 2.93, -3.83], [-0.77, 5.16, -4.29], [-2.05, 6.24, -4.01], [-2.32, 2.18, -4.40], [-2.06, 2.66, -2.81], [-0.70, 2.96, -3.97], [-4.38, -4.84, 2.47], [-3.90, -4.22, 1.50], [-4.47, -3.08, 1.04], [-3.85, -2.60, -0.21], [-2.67, -3.52, -0.48], [-2.60, -4.47, 0.73], [-3.46, -1.61, 0.03], [-4.55, -2.51, -1.03], [-1.76, -3.03, -0.82], [-3.00, -4.07, -1.36], [-1.80, -4.17, 1.41], [-2.27, -5.46, 0.41], [1.72, 4.02, 1.79], [1.65, 3.00, 2.37], [0.68, 2.67, 3.25], [0.92, 1.37, 3.63], [2.34, 1.09, 3.45], [2.58, 1.81, 2.15], [0.28, 0.69, 3.07], [0.69, 1.32, 4.69], [2.51, 0.01, 3.41], [2.94, 1.45, 4.29], [2.16, 1.31, 1.28], [3.63, 2.03, 1.93]], "nbo_charge": [2.53, -0.86, -0.86, -0.88, -0.91, -0.68, 0.64, -0.76, -0.71, 0.38, 0.44, 0.20, 0.24, 0.24, -0.64, 0.67, -0.81, -0.72, 0.39, 0.39, 0.23, 0.28, 0.21, -0.60, 0.79, -0.49, -0.07, -0.44, -0.53, 0.22, 0.19, 0.26, 0.19, 0.24, 0.24, -0.56, 0.79, -0.47, -0.08, -0.43, -0.54, 0.21, 0.18, 0.21, 0.20, 0.25, 0.23], "e_above_lowest_ev": 0.000, "mol_weight_g_mol": 389.8, "gap_ev": 9.03, "charge": -1, "homo_ev": -6.5, "e_lumo_ha": 0.09204}